# 1
This record from OMol25 describes a single C4H9Cl molecule at a distorted geometry. The level of theory is ωB97M-V/def2-TZVPD.

The HOMO-LUMO gap comes out at 0.41145 hartree. Its SMILES is CC[C@@H](C)Cl. For the maximum force, the calculation gives 4.32 eV/A. The value obtained for the lowest unoccupied orbital energy is 1.0 eV.

ORCA input file:
```
! RIJCOSX wB97M-V def2-TZVPD def2/J DEFGRID3
* xyz 0 1
C 2.3373 -0.5248 0.0796
C 1.2374 0.4605 -0.3373
C -0.1106 0.4487 0.4131
C -1.0381 1.4911 0.0322
H 3.3369 -0.2724 -0.3348
H 2.5094 -0.4778 1.2061
H 2.0042 -1.5531 -0.1882
H 1.1228 0.7253 -1.4626
H 1.6403 1.5147 -0.0929
H 0.1654 0.3061 1.4294
H -1.0339 1.8137 -1.0913
H -0.5854 2.3496 0.3782
H -2.0681 1.6272 0.3192
Cl -1.2734 -1.0169 -0.0758
*
```

These are the Mulliken partial charges, in e, on atoms 1 to 6:
1. C -1.06
2. C -0.42
3. C 0.18
4. C -1.30
5. H 0.34
6. H 0.27

=====

# 2
This record from OMol25 describes 2 unconnected molecules or ions with the total composition C6H17NO at a distorted geometry. The level of theory is ωB97M-V/def2-TZVPD.

The HOMO-LUMO gap (alpha / beta) comes out at 0.42572 / 0.23359 hartree. For the maximum force, the calculation gives 2.92 eV/A. The value obtained for the lowest unoccupied orbital energy (alpha / beta) is -3.4 / -8.6 eV.

ORCA input file:
```
! RIJCOSX wB97M-V def2-TZVPD def2/J DEFGRID3
* xyz 1 2
C -0.2956 -0.5614 1.9911
C -1.0003 -0.4298 0.6407
C -0.0639 -0.7850 -0.5395
C 1.1670 0.1683 -0.4880
C 1.2337 0.7207 -1.9450
C 2.4754 -0.5602 -0.1411
N -2.2256 -1.2028 0.6336
H -0.9172 -0.3944 2.8701
H 0.4067 0.2676 2.0726
H 0.2403 -1.5041 2.0741
H -1.3796 0.5870 0.5108
H 0.1722 -1.8494 -0.3616
H -0.5004 -0.9489 -1.5272
H 0.9929 1.0966 0.0490
H 1.8539 1.6141 -2.0146
H 0.2850 1.1811 -2.2449
H 1.4995 -0.0718 -2.6385
H 2.9492 0.1525 0.5388
H 3.1745 -0.7035 -0.9614
H 2.3128 -1.5259 0.3239
H -2.9459 -0.7720 0.0459
H -2.2358 -2.1665 0.3697
H -2.5745 2.1248 0.8896
H -2.4317 2.7347 -0.5333
O -2.1927 2.8282 0.3850
*
```

These are the Mulliken partial charges, in e, on atoms 1 to 6:
1. C -1.36
2. C 1.13
3. C -1.39
4. C 0.83
5. C -1.88
6. C -1.50

=====

# 3
This record from OMol25 describes a molecular structure, C6H16N2O at a distorted geometry. The level of theory is ωB97M-V/def2-TZVPD.

The HOMO-LUMO gap (alpha / beta) comes out at 0.26203 / 0.29429 hartree. For the maximum force, the calculation gives 1.20 eV/A. The value obtained for the lowest unoccupied orbital energy (alpha / beta) is 0.2 / 0.5 eV.

ORCA input file:
```
! RIJCOSX wB97M-V def2-TZVPD def2/J DEFGRID3
* xyz 0 1
C -0.9986 -0.2160 -1.9199
C -0.5691 0.3668 0.3022
C 0.1566 0.1545 -2.7981
C -0.2563 1.8391 0.1254
O -1.4467 -1.5127 -1.9956
H -0.7001 -2.1101 -2.1312
H -1.8501 0.4547 -1.9300
H -0.0799 -0.3015 -0.4470
H -1.6125 0.1846 0.5478
H 1.0332 -0.4654 -2.5818
H -0.0930 0.0247 -3.8589
H 0.4392 1.1943 -2.6366
H -0.4877 2.3839 1.0389
H 0.7917 2.0039 -0.1319
H -0.8710 2.2965 -0.6547
C 1.7315 -0.4430 1.5629
C 0.2348 -0.4092 1.8709
N -0.3005 -1.7360 1.9457
N -0.2532 0.4018 2.8136
H -1.2075 -1.7224 2.3935
H -0.3453 -2.2105 1.0532
H 0.3685 1.1968 2.9492
H 2.1154 0.5610 1.3800
H 1.9426 -1.0613 0.6868
H 2.2580 -0.8744 2.4155
*
```

These are the Mulliken partial charges, in e, on atoms 1 to 6:
1. C -0.33
2. C 0.03
3. C -1.02
4. C -1.50
5. O -0.51
6. H 0.36

=====

# 4
This record from OMol25 describes 2 unconnected molecules or ions with the total composition C3H7NO at a distorted geometry. The level of theory is ωB97M-V/def2-TZVPD.

The HOMO-LUMO gap comes out at 0.37220 hartree. Its SMILES is C=CO.C=N. For the maximum force, the calculation gives 2.44 eV/A. The value obtained for the lowest unoccupied orbital energy is 0.9 eV.

ORCA input file:
```
! RIJCOSX wB97M-V def2-TZVPD def2/J DEFGRID3
* xyz 0 1
C 3.6929 1.6765 -1.0558
N 2.6507 1.7604 -1.7639
H 4.1769 0.7124 -0.8825
H 4.2551 2.5410 -0.6978
H 1.9981 2.5036 -1.5290
C -1.6694 -1.8881 1.2759
C -2.4345 -0.9550 0.7435
O -3.7974 -0.8534 0.9400
H -0.5975 -1.7981 1.1834
H -2.0830 -2.8183 1.6507
H -2.0030 -0.2314 0.0637
H -4.1888 -0.6495 0.0717
*
```

These are the Mulliken partial charges, in e, on atoms 1 to 6:
1. C -0.23
2. N -0.46
3. H 0.23
4. H 0.23
5. H 0.24
6. C -0.63